<one>
Computed, not measured: the molecule C5H13N2, with the ωB97M-V functional and the def2-TZVPD basis.

Properties
Multiplicity ... 2
HOMO energy (alpha / beta) ... -3.264 / -7.742 eV
Expectation value of S² ... 0.754

Structure (XYZ):
```
20
C5H13N2 | the OMol25 dataset | the ωB97M-V functional and the def2-TZVPD basis
C -0.793 1.662 1.013
C -1.323 1.326 -0.365
C -0.875 -0.079 -0.599
C 0.474 -0.290 -0.954
N 1.020 -1.552 -0.805
C 2.409 -1.772 -1.221
N -1.103 0.588 2.071
H 0.288 1.701 1.013
H -1.323 2.492 1.416
H -2.444 1.402 -0.474
H -0.927 2.060 -1.069
H -1.544 -1.039 -0.799
H 1.038 0.598 -1.429
H 0.403 -2.375 -0.659
H 2.313 -2.247 -2.199
H 2.956 -0.893 -1.316
H 2.831 -2.472 -0.421
H -0.875 -0.251 1.518
H -2.106 0.523 2.317
H -0.420 0.613 2.962
```



<two>
Computed, not measured: a 2-piece molecular cluster, C5H13N2 overall, with the ωB97M-V functional and the def2-TZVPD basis.

Properties
Multiplicity ... 2
HOMO energy (alpha / beta) ... -6.803 / -9.354 eV
Expectation value of S² ... 0.784

Structure (XYZ):
```
20
C5H13N2 | the OMol25 dataset | the ωB97M-V functional and the def2-TZVPD basis
C 3.313 -1.089 -0.677
C 2.743 0.158 -0.001
C 1.307 0.474 -0.381
N -2.182 0.898 1.043
C -1.078 0.744 0.173
C 0.224 0.472 0.510
N -3.487 -1.198 -0.600
H 3.304 -0.848 -1.749
H 4.316 -1.300 -0.317
H 3.291 1.030 -0.313
H 2.729 0.156 1.097
H 1.070 0.967 -1.326
H -3.879 -2.041 -0.209
H -2.107 0.420 1.933
H -2.333 1.875 1.259
H -1.247 0.741 -0.902
H 0.482 0.167 1.528
H 2.678 -1.973 -0.618
H -3.618 -0.416 0.029
H -3.950 -1.034 -1.479
```



<two> is favored, and the nearest alternative lies 3.347 eV above it.



<one>
Computed, not measured: a 2-piece molecular cluster, C2H6OS2 overall, with the ωB97M-V functional and the def2-TZVPD basis.

Properties
Structure (SMILES) ... CCS.O=S
HOMO energy (alpha / beta) ... -9.089 / -9.089 eV

Structure (XYZ):
```
11
C2H6OS2 | the OMol25 dataset | the ωB97M-V functional and the def2-TZVPD basis
C -0.431 -1.033 -0.230
C -0.778 0.287 0.531
S -0.807 1.772 -0.614
H 0.584 -0.845 -0.689
H -0.332 -1.930 0.475
H -1.047 -1.245 -1.006
H 0.015 0.450 1.254
H -1.836 0.390 0.832
H -2.185 1.954 -0.505
O 3.455 0.193 0.716
S 3.362 0.007 -0.764
```



<two>
Computed, not measured: a 2-piece molecular cluster, C2H6OS2 overall, with the ωB97M-V functional and the def2-TZVPD basis.

Properties
Structure (SMILES) ... C=O.CSS
HOMO energy ... -8.895 eV

Structure (XYZ):
```
11
C2H6OS2 | the OMol25 dataset | the ωB97M-V functional and the def2-TZVPD basis
C -1.847 0.326 -1.733
O -1.140 0.865 -2.620
H -2.215 0.746 -0.804
H -2.534 -0.579 -2.185
C 1.080 -0.289 -0.008
S 0.114 -0.641 1.574
S 1.729 -0.405 2.965
H 1.738 0.427 0.425
H 0.531 0.274 -0.758
H 1.554 -1.256 -0.419
H 0.991 0.532 3.564
```



<three>
Computed, not measured: a 2-piece molecular cluster, C2H6OS2 overall, with the ωB97M-V functional and the def2-TZVPD basis.

Properties
Structure (SMILES) ... C=O.CSS
HOMO energy ... -8.216 eV

Structure (XYZ):
```
11
C2H6OS2 | the OMol25 dataset | the ωB97M-V functional and the def2-TZVPD basis
C -0.139 -0.512 2.178
O 1.064 -0.628 1.577
H -0.918 0.174 1.782
H -0.317 -1.100 3.180
C 0.263 -0.845 -1.185
S -0.573 0.547 -1.934
S -0.419 2.244 -0.773
H -0.241 -0.932 -0.262
H 1.336 -0.599 -1.001
H 0.191 -1.735 -1.894
H -0.248 3.385 -1.668
```



<two> is favored, and the nearest alternative lies 0.528 eV above it.



<one>
Computed, not measured: the molecule C7H8N2O3, with the ωB97M-V functional and the def2-TZVPD basis.

Properties
Structure (SMILES) ... N/C=[N+](\[O-])O[C@H]1C=CC=CC1=O
HOMO energy ... -8.204 eV

Structure (XYZ):
```
20
C7H8N2O3 | the OMol25 dataset | the ωB97M-V functional and the def2-TZVPD basis
N 3.590 -0.233 -0.749
C 2.562 -0.195 0.125
N 1.504 0.521 0.078
O 0.950 1.111 -0.863
O 0.743 0.455 1.385
C -0.637 0.113 1.194
C -1.392 1.197 0.575
C -2.500 1.057 -0.181
C -2.718 -0.204 -0.827
C -1.982 -1.303 -0.449
C -0.799 -1.217 0.364
O 0.128 -2.006 0.298
H 3.466 0.592 -1.369
H 4.496 -0.296 -0.355
H 2.728 -0.859 0.900
H -0.901 -0.272 2.143
H -1.116 2.266 0.789
H -2.917 1.894 -0.484
H -3.392 -0.351 -1.667
H -1.814 -2.269 -0.908
```



<two>
Computed, not measured: a 2-piece molecular cluster, C7H8N2O3 overall, with the ωB97M-V functional and the def2-TZVPD basis.

Properties
HOMO energy ... -8.487 eV

Structure (XYZ):
```
20
C7H8N2O3 | the OMol25 dataset | the ωB97M-V functional and the def2-TZVPD basis
C -0.973 2.397 1.409
C -1.845 1.361 1.100
C 0.418 2.259 1.084
C -1.463 0.318 0.326
C 0.820 1.113 0.238
C -0.208 0.254 -0.080
C 0.485 -1.508 -1.213
N 1.535 -1.054 -1.972
N 0.770 -1.940 0.103
O 1.891 -1.739 0.587
O -0.161 -2.512 0.673
O -0.688 -2.004 -1.717
H -1.296 3.206 1.968
H -2.891 1.312 1.393
H 1.150 2.910 1.469
H -2.151 -0.412 -0.004
H 1.827 0.814 0.157
H 1.455 -1.139 -2.988
H 2.466 -1.262 -1.695
H -1.139 -2.375 -0.837
```



<two> is favored, and the nearest alternative lies 0.106 eV above it.



<one>
Computed, not measured: the molecule C2H5NO4, with the ωB97M-V functional and the def2-TZVPD basis.

Properties
Multiplicity ... 3
HOMO energy (alpha / beta) ... -8.633 / -11.206 eV
Expectation value of S² ... 2.007

Structure (XYZ):
```
12
C2H5NO4 | the OMol25 dataset | the ωB97M-V functional and the def2-TZVPD basis
C 0.925 -0.084 1.343
C -0.242 0.233 -0.674
N -0.577 -1.310 -1.014
O -1.778 -1.412 -1.025
O 0.068 0.664 -1.937
O -1.259 0.835 -0.070
O 0.899 0.512 0.060
H 1.376 0.725 1.860
H 1.625 -1.024 1.466
H -0.074 -0.288 1.721
H 0.971 1.027 -1.826
H -1.934 0.123 0.097
```



<two>
Computed, not measured: a 2-piece molecular cluster, C2H5NO4 overall, with the ωB97M-V functional and the def2-TZVPD basis.

Properties
Multiplicity ... 3
HOMO energy (alpha / beta) ... -8.384 / -11.754 eV
Expectation value of S² ... 2.006

Structure (XYZ):
```
12
C2H5NO4 | the OMol25 dataset | the ωB97M-V functional and the def2-TZVPD basis
C 1.458 -0.017 0.248
C -0.877 0.766 0.473
N -2.671 -0.383 -1.189
O -3.091 -1.005 -0.179
O -1.699 1.733 0.011
O -1.174 -0.006 1.320
O 0.355 0.809 -0.158
H 1.651 -0.864 -0.336
H 1.513 -0.252 1.339
H 2.340 0.593 0.108
H -1.236 2.011 -0.758
H -2.345 -1.128 0.500
```



<two> is favored, and the nearest alternative lies 0.478 eV above it.



<one>
Computed, not measured: an isolated ion of composition C4H6FN2 and charge +1, with the ωB97M-V functional and the def2-TZVPD basis.

Properties
Net charge ... +1
HOMO energy (alpha / beta) ... -14.278 / -16.340 eV

Structure (XYZ):
```
13
C4H6FN2 | the OMol25 dataset | the ωB97M-V functional and the def2-TZVPD basis
C -0.800 -1.571 0.013
C 1.820 0.208 -0.350
C -0.942 -0.276 -0.664
C -0.429 0.807 0.341
N 0.244 -2.140 0.232
N 1.016 1.014 0.182
F 3.080 0.326 -0.062
H -1.760 -1.992 0.573
H -0.103 -0.323 -1.423
H -1.952 -0.081 -1.046
H -1.030 1.615 0.133
H -0.487 0.603 1.343
H 1.344 1.810 0.727
```



<two>
Computed, not measured: an isolated ion of composition C4H6FN2 and charge +1, with the ωB97M-V functional and the def2-TZVPD basis.

Properties
Net charge ... +1
HOMO energy (alpha / beta) ... -14.439 / -15.068 eV

Structure (XYZ):
```
13
C4H6FN2 | the OMol25 dataset | the ωB97M-V functional and the def2-TZVPD basis
C 0.680 0.785 -0.420
C 0.640 1.755 -1.362
C -1.230 -0.428 -1.268
C -0.272 -1.010 0.829
N -0.336 -0.187 -0.396
N -0.038 1.559 -2.410
F -0.321 2.601 -3.249
H 1.497 0.594 0.147
H 1.261 2.702 -1.338
H -1.824 0.084 -1.940
H -0.086 -0.334 1.662
H -1.182 -1.617 1.112
H 0.491 -1.702 0.678
```



<one> is favored, and the nearest alternative lies 1.683 eV above it.



<one>
Computed, not measured: the molecule C3H4NP, with the ωB97M-V functional and the def2-TZVPD basis.

Properties
HOMO energy ... -8.761 eV

Structure (XYZ):
```
9
C3H4NP | the OMol25 dataset | the ωB97M-V functional and the def2-TZVPD basis
C -0.928 -0.929 -0.191
C -1.109 0.357 -0.310
C 1.552 -0.029 -0.042
N 1.122 -1.173 0.045
P 0.390 1.453 -0.099
H -1.592 -1.775 -0.254
H -2.191 0.814 -0.476
H 2.615 -0.010 0.035
H 0.141 1.291 1.291
```



<two>
Computed, not measured: a 2-piece molecular cluster, C3H4NP overall, with the ωB97M-V functional and the def2-TZVPD basis.

Properties
HOMO energy (alpha / beta) ... -8.922 / -9.030 eV

Structure (XYZ):
```
9
C3H4NP | the OMol25 dataset | the ωB97M-V functional and the def2-TZVPD basis
C -0.021 0.055 1.648
C -0.914 0.236 0.626
C 1.191 -0.499 -0.924
N 0.852 0.061 2.423
P -2.427 0.613 0.242
H 1.353 -1.584 -0.645
H 0.263 -0.169 -1.452
H 2.021 0.212 -0.687
H -2.319 1.074 -1.231
```



<three>
Computed, not measured: the molecule C3H4NP, with the ωB97M-V functional and the def2-TZVPD basis.

Properties
HOMO energy (alpha / beta) ... -7.756 / -7.756 eV

Structure (XYZ):
```
9
C3H4NP | the OMol25 dataset | the ωB97M-V functional and the def2-TZVPD basis
C 1.288 0.437 1.180
C -1.016 -0.692 0.893
C 0.609 0.559 -1.060
N 1.316 0.646 0.008
P -1.095 0.044 -0.591
H 1.727 -0.107 1.910
H -2.030 -0.923 1.135
H 1.067 0.703 -1.968
H -1.866 -0.668 -1.508
```



<one> is favored, and the nearest alternative lies 1.627 eV above it.